[1]
7
Properties=species:S:1:pos:R:3:forces:R:3 method="wB97M-V/def2-TZVPD" orbital_gap_ha=0.226 total_charge=0
C 1.06057 -0.08137 0.71699 4.143 -0.334 3.033
N 1.69342 -0.41520 1.72414 -2.617 0.980 -3.536
S -1.97472 -0.18319 -1.21791 -0.420 0.433 -0.678
S 1.22957 0.65004 -0.68613 -1.175 0.286 -0.913
H 1.43307 -0.77069 2.59357 -0.450 -0.801 1.527
H -3.08407 -0.03459 -2.18115 2.179 0.333 1.466
H -0.35783 0.83500 -0.94952 -1.661 -0.898 -0.898



[2]
7
Properties=species:S:1:pos:R:3:forces:R:3 method="wB97M-V/def2-TZVPD" orbital_gap_ha=0.305 total_charge=0
C -1.14545 -0.27283 0.02394 1.487 -3.533 -2.396
N 1.30561 0.69666 0.08502 -0.856 1.914 -0.439
S -2.69379 -0.77602 -0.02839 1.403 0.712 0.402
S -0.32725 1.19383 -0.11188 0.461 0.980 1.352
H -0.00908 -1.17383 -0.41556 -3.265 1.652 1.566
H 1.60148 0.38314 0.98767 -0.369 -0.037 0.697
H 1.26846 -0.05094 -0.54079 1.139 -1.688 -1.181



[3]
7
Properties=species:S:1:pos:R:3:forces:R:3 method="wB97M-V/def2-TZVPD" orbital_gap_ha="0.227 / 0.233" multiplicity=3 total_charge=0 s_squared=2.016
C -0.23622 -2.17013 0.43619 -2.517 -0.126 0.875
N 0.19476 -1.47728 1.30700 4.226 2.049 1.470
S -0.55883 -3.07102 -0.78376 -0.297 -2.003 -2.948
S -0.20268 1.51238 -1.57023 -0.093 0.304 -0.167
H -0.71983 0.28833 -1.61037 -0.105 -0.233 -0.008
H -0.09410 -0.96090 2.10922 -1.412 0.103 0.590
H 0.69704 1.16216 -0.65712 0.199 -0.094 0.188



[4]
8
Properties=species:S:1:pos:R:3:forces:R:3 method="wB97M-V/def2-TZVPD" orbital_gap_ha="0.245 / 0.245" total_charge=0
C -0.05621 -0.31592 -0.23575 -1.797 1.636 3.177
N 1.05158 0.26304 -0.53212 -0.978 -1.372 -0.457
S -1.26848 0.44681 1.55346 2.115 -1.357 -3.139
S -0.85461 -1.59234 -1.04768 0.117 -0.315 -0.470
S 1.83149 1.56762 0.12340 0.581 1.174 0.675
H 1.56227 -0.15880 -1.31230 -0.204 -0.039 0.036
H -1.80777 -1.71580 -0.12578 -0.076 -0.065 0.073
H -0.45828 1.50539 1.57676 0.242 0.339 0.105



[5]
8
Properties=species:S:1:pos:R:3:forces:R:3 method="wB97M-V/def2-TZVPD" orbital_gap_ha=0.241 total_charge=-1
C 0.19106 -1.58702 0.33475 -1.063 -2.083 0.945
O 1.09903 -0.83313 -0.36421 0.863 0.322 -0.489
O -0.11327 0.90785 1.11974 0.258 0.481 0.510
S -1.13646 2.71988 -1.06045 -0.656 0.127 -0.547
S -0.28345 0.19509 -0.12404 0.146 -1.506 1.370
H 0.49220 -2.17841 1.33406 -0.455 2.288 -1.701
H -0.37463 -2.32768 -0.25722 0.365 0.171 -0.184
H 0.12551 3.10342 -0.98263 0.542 0.201 0.097



[6]
7
Properties=species:S:1:pos:R:3:forces:R:3 method="wB97M-V/def2-TZVPD" orbital_gap_ha=0.304 total_charge=-1
O 1.20896 -1.03377 1.96306 0.642 -0.295 -0.765
H 0.82258 -0.50635 1.22766 0.149 -0.109 0.189
H 1.96634 -1.51109 1.55468 -0.939 0.637 0.337
O -1.07481 0.46419 -2.37560 -0.867 -0.714 -0.888
O 0.04739 0.82961 -0.52127 0.306 -0.503 1.489
C -1.01381 0.70298 -1.16676 0.939 1.406 -0.724
H -1.95663 1.05445 -0.68174 -0.230 -0.422 0.362



[7]
8
Properties=species:S:1:pos:R:3:forces:R:3 method="wB97M-V/def2-TZVPD" orbital_gap_ha="0.188 / 0.235" multiplicity=3 total_charge=-1 s_squared=2.006
C -2.70595 0.19946 -0.10011 -0.587 0.684 -1.356
O -3.38365 1.18724 -0.25932 0.088 0.076 0.358
O -2.78046 -1.01271 -0.01383 -1.039 -1.849 0.583
O 1.34305 1.12659 -0.19940 -1.596 -0.336 0.739
Si -0.63182 0.01359 -0.07053 3.860 2.734 -1.019
H 1.82192 0.49350 -0.72274 0.414 -0.496 -0.571
H -0.23091 -0.52300 -1.44292 -0.998 0.223 0.353
H -0.25680 -1.01895 0.83431 -0.142 -1.036 0.914



[8]
8
Properties=species:S:1:pos:R:3:forces:R:3 method="wB97M-V/def2-TZVPD" orbital_gap_ha="0.360 / 0.360" total_charge=+1
C -1.75696 -0.02748 -0.22447 0.380 3.848 -1.589
O 2.83389 -0.68664 -0.06930 0.090 1.526 -0.051
O -1.01129 -0.71372 0.44950 1.494 -2.210 0.935
O 1.47534 0.88815 0.35600 0.641 -0.011 -0.319
O 2.64711 0.55062 0.01518 -0.928 -1.722 0.346
H -1.36288 0.91826 -0.85059 -0.688 -2.366 1.073
H -2.85018 -0.15867 -0.12300 0.564 -0.322 0.021
H 0.02497 -0.77052 0.44667 -1.553 1.256 -0.415



[9]
9
Properties=species:S:1:pos:R:3:forces:R:3 method="wB97M-V/def2-TZVPD" orbital_gap_ha="0.193 / 0.193" total_charge=-2
C -0.06109 0.19361 0.20908 -0.885 1.484 -1.376
O -2.62609 0.81854 -2.19353 0.470 -0.300 0.405
O -1.43519 3.06514 -2.09726 0.326 -0.668 1.024
O -0.12037 1.05336 -2.91664 -0.295 -0.481 0.672
O 0.28378 -1.09936 -0.33574 0.012 -0.414 -2.492
P -1.30540 1.54485 -2.10345 -0.125 0.550 -1.313
H 0.73599 0.94279 0.21839 0.662 -0.321 -0.333
H -0.39531 0.14693 1.24676 -0.376 -0.708 0.104
H 0.12617 -1.11868 -1.37211 0.210 0.855 3.308



[10]
9
Properties=species:S:1:pos:R:3:forces:R:3 method="wB97M-V/def2-TZVPD" orbital_gap_ha=0.336 total_charge=0
C 0.56755 0.20393 0.62763 2.479 0.260 -2.288
O -0.41418 -0.49518 1.40744 -1.862 2.076 0.246
O -0.51277 0.82787 -3.08148 -0.880 1.257 -1.313
O -0.90527 -1.66963 0.74774 -0.092 -1.138 -0.925
O 0.14996 0.85051 -0.63173 -0.410 -1.184 1.363
P 0.08906 -0.03475 -2.11476 0.957 -0.739 2.955
H 1.24474 -0.65365 0.25051 -0.842 1.270 1.413
H -1.31119 -0.01909 1.47456 1.869 -0.307 0.001
H 1.09209 0.98998 1.32010 -1.218 -1.495 -1.452



[11]
7
Properties=species:S:1:pos:R:3:forces:R:3 method="wB97M-V/def2-TZVPD" orbital_gap_ha="0.220 / 0.221" total_charge=0
C 0.93982 -0.28975 0.36922 0.248 -0.926 -2.319
O -2.70418 -0.10320 -0.37765 0.123 0.490 -0.542
P -2.23477 0.97659 -1.24204 1.838 -0.227 1.328
S 0.82615 1.43121 -0.11773 -2.172 -0.050 -0.565
H 1.89878 -0.44246 0.79136 1.452 0.064 0.209
H 0.94135 -0.92708 -0.60251 -0.371 0.686 1.963
H 0.33284 -0.64532 1.17935 -1.119 -0.039 -0.075



[12]
6
Properties=species:S:1:pos:R:3:forces:R:3 method="wB97M-V/def2-TZVPD" smiles="CP=S" orbital_gap_ha="0.233 / 0.233" total_charge=0
C 0.59251 -0.07046 0.02106 0.276 3.046 -3.439
P -0.77834 -1.02666 -0.64905 -3.938 3.816 2.015
S -2.45582 0.56366 0.25228 3.229 -3.605 -2.072
H 1.25825 0.41620 -0.90453 -1.447 -1.567 2.395
H 0.24968 0.76882 0.61809 -0.220 0.111 -0.220
H 1.13373 -0.65156 0.66215 2.100 -1.801 1.323



[13]
6
Properties=species:S:1:pos:R:3:forces:R:3 method="wB97M-V/def2-TZVPD" smiles=C#P.S orbital_gap_ha=0.371 total_charge=0
C 1.37187 -1.15117 0.07272 -1.057 -0.524 0.775
P 2.39026 -0.03990 -0.04891 0.859 0.529 -0.355
S -1.46885 0.53447 0.21814 1.744 -3.345 -0.942
H -0.87005 0.77443 -0.99231 -0.440 0.055 0.793
H -1.97076 1.65332 0.35217 -1.489 3.405 0.173
H 0.54752 -1.77115 0.39818 0.382 -0.120 -0.444



[14]
6
Properties=species:S:1:pos:R:3:forces:R:3 method="wB97M-V/def2-TZVPD" orbital_gap_ha="0.234 / 0.299" multiplicity=3 total_charge=0 s_squared=2.017
C -0.75159 0.06834 -0.91575 1.355 1.324 -0.296
P 0.94774 -0.67924 0.87922 0.262 0.805 -0.227
S -0.46702 0.26422 -2.40962 0.629 -0.410 -1.358
H -1.52728 0.02209 -0.26557 -1.953 -0.804 2.021
H 0.29045 -0.33744 2.12761 0.242 0.170 -0.697
H 1.50770 0.66203 0.58411 -0.536 -1.085 0.558



[15]
6
Properties=species:S:1:pos:R:3:forces:R:3 method="wB97M-V/def2-TZVPD" smiles="C1=P[SiH2]1" orbital_gap_ha=0.311 total_charge=0
C 0.56764 0.83478 -0.05195 1.150 3.293 -1.240
Si -0.44835 -0.57470 0.12038 -0.534 -1.774 -1.915
P 1.88553 -0.18812 0.08224 -1.803 -0.899 0.145
H 0.62428 1.91847 -0.38169 -0.358 -1.342 0.716
H -1.18606 -0.82651 1.32338 -0.166 -0.103 0.814
H -1.44305 -1.16392 -1.09237 1.711 0.825 1.480



[16]
9
Properties=species:S:1:pos:R:3:forces:R:3 method="wB97M-V/def2-TZVPD" orbital_gap_ha="0.335 / 0.335" total_charge=0
B -1.57258 -0.10581 0.65394 -0.683 0.768 0.047
C 1.60539 0.11072 -0.41864 0.938 -2.271 5.438
N 0.39072 0.05321 -0.76621 -0.652 0.346 0.036
O -0.14059 0.47415 -1.77836 -0.434 0.155 -0.539
O -0.46509 -0.65244 0.16531 1.367 -1.061 -0.376
H -1.92062 0.98135 0.39411 -0.026 0.417 -0.196
H -2.14650 -0.80532 1.39165 -0.262 -0.352 0.310
H 2.43580 0.54709 -0.92010 0.073 0.210 -0.427
H 1.81348 -0.60293 1.27830 -0.321 1.788 -4.294



[17]
8
Properties=species:S:1:pos:R:3:forces:R:3 method="wB97M-V/def2-TZVPD" orbital_gap_ha="0.259 / 0.259" total_charge=0
C 0.04615 0.12409 -1.08697 3.802 1.552 -1.438
N -0.36350 0.21571 2.06573 0.935 1.279 -2.261
O 0.15905 1.03015 -0.12465 -0.125 0.916 1.227
Br -0.46847 -1.44672 1.48156 0.196 -0.426 0.302
H -0.48280 -0.66055 -0.69071 -1.646 -3.425 1.344
H 1.08788 -0.26575 -1.50247 -1.810 0.385 0.906
H -0.55883 0.39197 -1.93561 -0.580 0.641 -0.528
H 0.58052 0.61112 1.79312 -0.772 -0.923 0.448



[18]
7
Properties=species:S:1:pos:R:3:forces:R:3 method="wB97M-V/def2-TZVPD" smiles=CPBr orbital_gap_ha=0.370 total_charge=0
C -0.77161 -0.15251 0.02178 0.780 -4.158 -1.109
P 1.06423 -0.47879 0.08793 -0.952 0.046 1.750
Br 1.91815 0.71376 -1.50976 0.284 0.757 -0.616
H -1.34331 -0.56831 -0.83340 0.690 0.465 0.182
H -0.89739 0.84128 0.15905 -1.036 2.888 0.648
H -1.03941 -0.83994 0.83978 -0.359 0.774 0.285
H 1.06934 0.48450 1.23462 0.593 -0.771 -1.140



[19]
7
Properties=species:S:1:pos:R:3:forces:R:3 method="wB97M-V/def2-TZVPD" orbital_gap_ha=0.318 total_charge=0
C -0.18410 -0.33847 0.38370 0.560 2.191 -1.120
P 1.71434 1.33265 0.13526 -1.730 -2.224 0.505
Br 3.21568 -0.32819 -0.00278 0.149 0.174 0.049
H -0.70823 -0.05149 1.33708 0.314 0.207 -1.405
H 0.27761 -1.31337 0.56489 0.265 0.392 -0.603
H -0.71676 -0.17921 -0.64997 0.880 -0.501 2.444
H 1.74492 1.56467 -1.27113 -0.437 -0.239 0.130



[20]
9
Properties=species:S:1:pos:R:3:forces:R:3 method="wB97M-V/def2-TZVPD" orbital_gap_ha=0.303 total_charge=0
C -2.53429 2.47220 1.85992 -0.683 -0.084 1.209
Si -0.07289 -0.68886 0.53032 -0.283 1.014 1.984
S 1.88260 -0.24974 1.40353 -0.440 -0.088 -0.646
Cl -1.88248 3.55408 0.82107 0.493 0.698 -0.786
Cl -0.31939 0.58410 -1.08146 -0.090 -0.609 0.087
H -2.35193 1.50073 1.41768 0.146 -0.531 -0.440
H -1.17800 -0.24445 1.60839 1.372 -0.615 -1.244
H -0.13462 -2.15582 0.38018 -0.212 0.227 -0.606
H 2.53872 -0.35880 0.21355 -0.302 -0.012 0.442



For the records above, the corresponding relative energy (zero: lowest compared OMol25 entry of this formula, charge and spin) values read 3.772 2.730 1.826 2.202 3.562 0.433 0.552 6.330 1.942 6.526 2.261 2.461 1.793 2.624 0.455 4.916 3.896 0.325 1.984 3.509 eV.
For the records above, the corresponding strongest force on any atom values read 5.15 4.52 4.92 4.02 2.89 1.84 4.84 4.18 3.42 3.38 2.51 5.84 3.89 2.92 3.70 5.97 4.35 4.37 2.86 2.25 eV Å⁻¹.